P) Below is a molecular structure, C14H28Br14, with properties calculated with ωB97M-V/def2-TZVPD.

Atoms and positions in Å:
Br (-15.952, 1.393, -6.182)
C (-14.721, 0.930, -4.726)
C (-14.074, -0.407, -4.893)
Br (-12.857, -0.575, -3.380)
H (-15.392, 1.004, -3.904)
H (-14.060, 1.840, -4.673)
H (-13.680, -0.459, -5.919)
H (-14.836, -1.204, -4.797)
Br (-9.330, -1.319, -7.796)
C (-11.072, -1.996, -7.185)
C (-10.896, -3.289, -6.532)
Br (-12.704, -3.813, -5.844)
H (-11.579, -2.051, -8.133)
H (-11.458, -1.281, -6.449)
H (-10.188, -3.418, -5.692)
H (-10.584, -3.982, -7.314)
Br (-15.895, -6.860, -9.361)
C (-13.989, -6.026, -9.138)
C (-13.635, -5.346, -10.465)
Br (-12.442, -3.840, -10.252)
H (-13.342, -6.863, -8.996)
H (-14.069, -5.386, -8.243)
H (-14.488, -5.017, -11.014)
H (-13.092, -6.033, -11.108)
Br (-16.883, -0.793, -2.394)
C (-18.733, -0.368, -2.946)
C (-18.937, -0.863, -4.289)
Br (-20.709, -0.294, -4.968)
H (-19.037, 0.699, -2.906)
H (-19.339, -0.907, -2.209)
H (-19.028, -1.895, -4.446)
H (-18.333, -0.335, -5.038)
Br (-17.587, -7.828, -5.344)
C (-18.361, -8.231, -7.040)
C (-19.246, -7.257, -7.743)
Br (-20.484, -8.137, -8.938)
H (-18.957, -9.063, -6.824)
H (-17.541, -8.454, -7.781)
H (-18.667, -6.531, -8.355)
H (-19.893, -6.658, -7.058)
Br (-16.396, -4.086, -4.493)
C (-16.613, -4.336, -6.340)
C (-17.767, -3.539, -6.685)
Br (-18.141, -3.515, -8.630)
H (-16.813, -5.367, -6.562)
H (-15.743, -4.097, -6.979)
H (-17.700, -2.523, -6.449)
H (-18.681, -3.857, -6.191)
Br (-17.223, -1.463, -13.642)
C (-17.052, -0.244, -12.051)
C (-16.153, -0.877, -10.995)
Br (-16.028, 0.375, -9.530)
H (-18.099, -0.232, -11.739)
H (-16.589, 0.676, -12.510)
H (-15.180, -1.038, -11.510)
H (-16.642, -1.796, -10.833)

Computed properties:
Total charge: 0
LUMO level, eV: -0.04
2S+1: 1
Frontier orbital gap, eV: 10.1503

---

Q) Below is 7 unconnected molecules or ions with the total composition C14H28Br14, with properties calculated with ωB97M-V/def2-TZVPD.

Atoms and positions in Å:
Br (-4.974, 4.448, 3.081)
C (-4.120, 4.397, 1.256)
C (-2.719, 3.823, 1.248)
Br (-1.733, 4.281, -0.382)
H (-4.164, 5.436, 0.928)
H (-4.856, 3.803, 0.715)
H (-2.507, 2.755, 1.300)
H (-2.101, 4.245, 2.041)
Br (1.145, 3.412, 1.686)
C (1.639, 1.915, 2.949)
C (2.923, 2.288, 3.622)
Br (3.307, 0.880, 4.914)
H (1.791, 1.029, 2.332)
H (0.785, 1.846, 3.622)
H (2.981, 3.260, 4.113)
H (3.714, 2.271, 2.872)
Br (0.346, -2.289, -0.716)
C (-0.474, -0.624, -1.454)
C (0.201, 0.444, -0.536)
Br (-0.817, 0.509, 1.179)
H (-1.546, -0.737, -1.296)
H (-0.280, -0.608, -2.527)
H (0.054, 1.447, -0.937)
H (1.237, 0.279, -0.242)
Br (-2.103, 3.362, -7.353)
C (-2.113, 1.645, -6.346)
C (-2.834, 1.851, -5.001)
Br (-2.647, 0.301, -3.854)
H (-1.063, 1.387, -6.210)
H (-2.649, 0.799, -6.776)
H (-3.900, 2.062, -5.091)
H (-2.420, 2.722, -4.493)
Br (0.434, -7.030, -3.578)
C (0.183, -7.120, -1.615)
C (0.985, -5.954, -1.036)
Br (1.018, -6.265, 0.972)
H (0.553, -8.083, -1.264)
H (-0.883, -7.126, -1.386)
H (0.522, -4.967, -1.031)
H (2.018, -5.805, -1.352)
Br (5.374, 3.692, -1.554)
C (4.489, 2.421, -0.175)
C (4.899, 1.022, -0.554)
Br (3.876, -0.177, 0.646)
H (3.432, 2.615, 0.008)
H (5.097, 2.615, 0.709)
H (5.948, 0.746, -0.448)
H (4.637, 0.646, -1.543)
Br (0.360, -1.890, 4.427)
C (-1.111, -2.514, 3.227)
C (-2.052, -3.513, 3.872)
Br (-3.722, -3.617, 2.853)
H (-0.543, -3.076, 2.485)
H (-1.584, -1.639, 2.783)
H (-2.437, -3.143, 4.822)
H (-1.596, -4.479, 4.089)

Computed properties:
Total charge: 0
LUMO level, eV: 0.03
2S+1: 1
Structure (SMILES): BrCCBr.BrCCBr.BrCCBr.BrCCBr.BrCCBr.BrCCBr.BrCCBr
Frontier orbital gap, eV: 10.0574

---

In terms of stability, Q) leads; the second structure lies 0.0062 hartree higher.

---

P) Below is a single C2H5OPS molecule, with properties calculated with ωB97M-V/def2-TZVPD.

Atoms and positions in Å:
C (0.713, 0.071, 0.090)
C (-1.996, -0.118, -0.471)
O (0.410, 1.304, 0.156)
P (2.480, -0.487, -0.031)
S (-0.568, -1.147, -0.188)
H (-2.866, -0.575, -0.927)
H (-1.707, 0.867, -0.855)
H (-2.255, 0.292, 0.495)
H (2.786, -0.948, 1.343)
H (3.004, 0.742, 0.389)

Computed properties:
Total charge: 0
LUMO level, eV: 0.32
2S+1: 1
Structure (SMILES): CSC(=O)P
Frontier orbital gap, eV: 9.7632

---

Q) Below is a molecular structure, C2H5OPS, with properties calculated with ωB97M-V/def2-TZVPD.

Atoms and positions in Å:
C (0.422, 0.957, -0.896)
C (-0.891, -0.812, 0.329)
O (-0.878, -0.807, 1.703)
P (0.898, -0.840, -0.515)
S (-1.371, 0.739, -0.653)
H (0.916, 1.807, -0.316)
H (0.710, 1.352, -1.943)
H (2.072, -0.533, 0.322)
H (-0.362, -0.041, 1.969)
H (-1.516, -1.823, 0.000)

Computed properties:
Total charge: 0
LUMO level, eV: 0.26
2S+1: 1
Frontier orbital gap, eV: 9.0721

---

R) Below is a molecular structure, C2H5OPS, with properties calculated with ωB97M-V/def2-TZVPD.

Atoms and positions in Å:
C (-0.693, -1.248, 0.192)
C (-0.617, 1.183, 0.221)
O (1.603, -0.015, -0.252)
P (0.535, -0.036, 0.994)
S (-1.986, 0.017, 0.074)
H (-0.315, -1.143, -0.835)
H (-0.854, -2.163, 0.538)
H (-0.886, 1.998, 0.876)
H (-0.258, 1.550, -0.708)
H (2.448, 0.392, -0.120)

Computed properties:
Total charge: 0
LUMO level, eV: 0.72
2S+1: 1
Frontier orbital gap, eV: 8.9721

---

In terms of stability, R) leads; the second structure lies 0.0219 hartree higher.

---

P) Below is 11 unconnected molecules or ions with the total composition H24NO10, with properties calculated with ωB97M-V/def2-TZVPD.

Atoms and positions in Å:
N (0.382, -0.649, -0.070)
H (0.284, -0.306, 0.834)
H (1.290, -0.522, -0.364)
H (-0.350, 0.000, -0.481)
H (0.207, -1.723, -0.117)
O (-3.043, -0.007, -1.789)
H (-3.809, -0.184, -2.171)
H (-3.240, -0.247, -0.788)
O (1.384, 0.247, 3.407)
H (1.105, -0.581, 3.637)
H (1.917, 0.167, 2.619)
O (-1.443, -0.871, 2.022)
H (-2.052, -1.479, 1.665)
H (-1.417, -0.948, 2.970)
O (-0.940, -1.536, -2.386)
H (-0.031, -1.281, -2.897)
H (-1.568, -0.896, -2.387)
O (2.031, -2.049, -2.225)
H (2.257, -2.070, -3.118)
H (2.889, -1.932, -1.859)
O (-2.089, 1.828, 1.698)
H (-1.988, 2.398, 2.507)
H (-1.783, 0.988, 2.051)
O (0.275, 1.143, -2.774)
H (1.094, 1.402, -2.794)
H (-0.164, 1.791, -2.212)
O (1.034, -2.369, 2.497)
H (2.039, -2.616, 2.484)
H (0.507, -2.946, 3.066)
O (2.440, 1.636, 0.185)
H (2.840, 1.755, -0.584)
H (2.043, 2.321, 0.422)
O (-0.449, 2.932, -0.944)
H (-0.286, 3.768, -1.326)
H (-1.358, 2.831, -0.782)

Computed properties:
Total charge: +1
LUMO level, eV: -3.07
2S+1: 1
Frontier orbital gap, eV: 10.4850

---

Q) Below is 11 unconnected molecules or ions with the total composition H24NO10, with properties calculated with ωB97M-V/def2-TZVPD.

Atoms and positions in Å:
N (26.064, 34.647, 37.677)
H (25.620, 34.984, 36.896)
H (25.853, 33.723, 37.981)
H (25.763, 35.406, 38.541)
H (27.159, 34.625, 37.499)
O (29.233, 33.544, 38.448)
H (30.230, 33.708, 38.354)
H (28.995, 34.185, 38.913)
O (26.555, 31.218, 36.661)
H (25.564, 31.193, 36.430)
H (26.989, 31.753, 36.229)
O (26.210, 36.764, 40.910)
H (25.981, 36.836, 41.766)
H (25.426, 37.089, 40.570)
O (29.036, 36.817, 36.794)
H (28.620, 37.727, 37.018)
H (28.274, 36.539, 36.232)
O (24.449, 35.435, 34.530)
H (24.283, 35.563, 33.619)
H (25.372, 35.455, 34.438)
O (23.401, 34.719, 39.104)
H (22.727, 35.362, 38.971)
H (23.267, 33.995, 38.444)
O (24.457, 37.994, 36.749)
H (24.619, 38.799, 36.345)
H (24.771, 37.233, 36.222)
O (27.198, 36.228, 35.228)
H (27.327, 35.715, 34.401)
H (27.200, 36.956, 34.672)
O (28.041, 35.101, 40.315)
H (27.363, 35.526, 40.758)
H (28.663, 34.877, 41.026)
O (28.000, 33.080, 35.367)
H (27.882, 33.047, 34.437)
H (28.925, 32.770, 35.405)

Computed properties:
Total charge: +1
LUMO level, eV: -3.45
2S+1: 1
Frontier orbital gap, eV: 10.2631

---

In terms of stability, P) leads; the second structure lies 0.0513 hartree higher.

---

P) Below is 2 unconnected molecules or ions with the total composition CH7N2O2P, with properties calculated with ωB97M-V/def2-TZVPD.

Atoms and positions in Å:
C (-2.137, 0.441, 0.392)
N (-1.062, -0.076, -0.300)
N (0.923, -0.708, 1.037)
O (1.854, -1.400, -1.303)
O (1.997, 1.105, -0.597)
P (2.211, -0.478, 0.001)
H (-2.488, -0.193, 1.247)
H (-2.146, 1.484, 0.722)
H (-3.076, 0.451, -0.165)
H (-0.382, 0.615, -0.712)
H (0.912, -1.684, 1.203)
H (0.874, -1.432, -1.377)
H (2.521, 1.876, -0.148)

Computed properties:
Total charge: 0
LUMO level (spin up / spin down), eV: -1.29 / -0.17
2S+1: 1
Frontier orbital gap (spin up / spin down), eV: 8.0208 / 8.7911

---

Q) Below is a single CH7N2O2P molecule, with properties calculated with ωB97M-V/def2-TZVPD.

Atoms and positions in Å:
C (1.563, -1.047, 0.656)
N (0.916, -0.173, -0.365)
N (-2.228, 1.845, -0.241)
O (-2.528, -0.280, -1.552)
O (-0.557, 0.068, -0.299)
P (-1.590, 0.906, -1.457)
H (2.392, -1.424, 0.093)
H (0.998, -1.783, 1.045)
H (2.000, -0.403, 1.398)
H (0.975, -0.558, -1.256)
H (-2.718, -0.830, -0.798)
H (-1.589, 2.163, 0.461)
H (-2.747, 2.715, -0.419)

Computed properties:
Total charge: 0
LUMO level, eV: 1.11
2S+1: 1
Structure (SMILES): CNOP(N)O
Frontier orbital gap, eV: 9.6788

---

In terms of stability, Q) leads; the second structure lies 0.0377 hartree higher.